The following is a quantum chemistry calculation of a molecular structure, C22H49NOP2ReSi2, from the Open Molecules 2025 dataset.

Structure (ORCA input):
```
! wB97M-V def2-TZVPD RIJCOSX def2/J DEFGRID3
* xyz 0 4
Re 0.777 -0.147 -0.185
P 0.738 0.779 -2.320
P 1.464 -1.332 1.774
N 0.376 -1.725 -0.915
H 2.813 2.432 -0.686
C 2.202 0.713 -3.423
H 1.916 1.238 -4.350
H 2.423 -0.340 -3.653
H 3.065 1.202 -2.951
C 0.335 2.556 -2.411
H 0.388 2.831 -3.474
H 1.087 3.116 -1.835
H -0.676 2.753 -2.026
C -0.386 -0.050 -3.512
H -0.530 0.620 -4.371
H -1.354 -0.249 -3.046
H 0.060 -1.005 -3.832
C 3.151 -2.074 1.866
H 3.234 -2.564 2.851
H 3.904 -1.276 1.785
H 3.301 -2.819 1.074
C 1.597 -0.448 3.358
H 1.937 -1.170 4.113
H 0.618 -0.056 3.666
H 2.339 0.355 3.250
C 0.457 -2.823 2.108
H 0.701 -3.161 3.127
H 0.723 -3.608 1.382
H -0.616 -2.594 2.035
C -0.161 -2.894 -1.364
C 0.000 -4.902 -2.726
C 0.604 -3.782 -2.173
C -1.519 -3.237 -1.066
C -2.124 -4.314 -1.720
C -1.355 -5.159 -2.520
H 0.611 -5.586 -3.329
H 1.661 -3.528 -2.321
H -2.047 -2.587 -0.355
H -3.195 -4.469 -1.569
H -1.826 -6.032 -2.975
C 3.324 1.824 0.083
O 2.677 0.561 0.200
C 4.790 1.613 -0.345
H 5.417 2.308 0.233
H 4.907 1.845 -1.409
H 5.115 0.584 -0.142
C 3.301 2.602 1.400
H 4.034 2.168 2.102
H 2.310 2.610 1.865
H 3.618 3.638 1.197
C -1.847 0.359 3.430
Si -1.299 1.608 2.144
C -2.582 2.994 1.995
C 0.118 2.566 2.927
C -0.922 0.886 0.296
Si -2.756 0.546 -0.465
C -3.159 2.277 -1.131
C -3.350 -0.536 -1.903
C -3.834 -0.182 0.898
H -1.637 0.786 4.422
H -1.317 -0.598 3.364
H -2.925 0.173 3.378
H -2.732 3.412 3.000
H -2.216 3.820 1.373
H -3.560 2.694 1.604
H 0.942 1.939 3.277
H 0.524 3.320 2.241
H -0.297 3.108 3.794
H -0.760 1.894 -0.183
H -2.762 3.117 -0.557
H -2.820 2.367 -2.172
H -4.250 2.388 -1.140
H -2.957 -1.558 -1.878
H -4.445 -0.598 -1.801
H -3.137 -0.101 -2.885
H -3.319 -1.006 1.404
H -4.152 0.520 1.676
H -4.735 -0.612 0.429
*
```

The orbital gap (spin up / spin down) comes out at 6.18 / 7.18 eV. The value obtained for the relative energy (zero: lowest compared OMol25 entry of this formula, charge and spin) is 0.00 kcal per mole.